{
  "formula": "C5H5N3O",
  "method": "ωB97M-V/def2-TZVPD",
  "homo_energy_ev": -9.8,
  "de_lowest_kcal_mol": 43.53,
  "total_energy_ha": -432.9744,
  "charge": 0,
  "homo_lumo_gap_ev": 9.0,
  "smiles": "C=C1N=CN=C1NC=O",
  "species": ["C", "C", "N", "C", "N", "C", "N", "C", "O", "H", "H", "H", "H", "H"],
  "xyz": [[0.937, 1.565, 0.974], [0.197, 1.223, -0.096], [-0.213, 1.910, -1.376], [-0.699, 0.977, -2.101], [-0.652, -0.410, -1.496], [-0.221, -0.154, -0.300], [0.121, -1.055, 0.720], [-0.279, -2.345, 0.765], [-1.048, -2.808, 0.009], [1.225, 2.607, 1.180], [1.092, 0.961, 1.772], [-1.172, 0.979, -3.111], [0.678, -0.582, 1.387], [0.036, -2.869, 1.672]]
}

---

{
  "formula": "C5H5N4O2",
  "method": "ωB97M-V/def2-TZVPD",
  "homo_energy_ev": -5.2,
  "de_lowest_kcal_mol": 59.05,
  "total_energy_ha": -563.0004,
  "charge": -1,
  "homo_lumo_gap_ev": 8.8,
  "species": ["C", "C", "C", "C", "C", "N", "N", "N", "N", "O", "O", "H", "H", "H", "H", "H"],
  "xyz": [[1.815, 0.920, -0.090], [0.450, -1.424, 0.197], [-0.722, 0.910, 0.532], [-1.981, 0.376, -0.159], [0.494, 0.538, -0.337], [2.931, 1.180, 0.087], [1.088, -1.794, 1.210], [-0.686, 1.400, 1.698], [0.302, 0.516, -1.689], [-2.435, 1.032, -1.107], [-2.364, -0.750, 0.221], [-0.200, -2.148, -0.335], [0.937, -2.746, 1.559], [0.338, 1.716, 2.002], [-0.722, 0.608, -1.711], [0.753, -0.332, -2.078]]
}

---

{
  "formula": "C5H5N4S2",
  "method": "ωB97M-V/def2-TZVPD",
  "homo_energy_ev": [-12.0, -12.0],
  "de_lowest_kcal_mol": 0.00,
  "total_energy_ha": -1208.5611,
  "charge": 1,
  "homo_lumo_gap_ev": [6.9, 6.9],
  "smiles": "[S-]C1=C(S)/N=C\\[NH+]=C=N/C=[NH+]\\1",
  "species": ["S", "C", "C", "S", "N", "C", "N", "C", "N", "C", "N", "H", "H", "H", "H", "H"],
  "xyz": [[3.232, -0.500, -0.701], [1.721, -0.567, -0.068], [0.979, 0.710, -0.079], [1.659, 1.924, 0.952], [0.049, 1.005, -0.923], [-1.211, 1.131, -1.116], [-2.137, 0.728, -0.236], [-1.765, -0.018, 0.876], [-1.025, -0.992, 0.720], [-0.175, -1.927, 0.675], [1.153, -1.708, 0.397], [0.838, 2.922, 0.594], [-1.530, 1.642, -2.016], [-3.070, 1.123, -0.261], [-0.486, -2.956, 0.784], [1.767, -2.518, 0.402]]
}